# 1
Molecular formula: C4H7N3
Method: DFT, ωB97M-V/def2-TZVPD

Last column: natural (NBO) charge in e.
Cartesian coordinates (Å):
C: 2.3020 0.0307 0.1984  -0.406
N: 1.1126 -0.3261 -0.5576  -0.594
C: -0.0609 -0.3479 0.1229  0.231
N: -1.6456 1.5520 -1.2517  -0.264
N: -2.2051 0.6246 -0.7021  -0.238
C: -1.5045 -0.5260 -0.0486  -0.144
C: -0.7626 -0.3456 1.2210  -0.297
H: 2.4281 -0.6861 1.0151  0.202
H: 3.1761 -0.0389 -0.4534  0.207
H: 2.2495 1.0418 0.6247  0.188
H: 1.0192 0.1264 -1.4572  0.402
H: -3.2457 0.5430 -0.6564  0.303
H: -1.9916 -1.4663 -0.3377  0.175
H: -0.8497 -0.2999 2.2952  0.233

## Properties
E_HOMO in eV: -7.65
Total charge: 0
Largest force on an atom in eV/A: 0.65
2S+1: 1
Energy above the lowest of the compared OMol25 structures with the same formula, charge and spin in kcal per mole: 105.0
LUMO level in eV: 1.087
Energy in a.u.: -320.71589



# 2
Molecular formula: C3H10N3
Method: DFT, ωB97M-V/def2-TZVPD

Last column: natural (NBO) charge in e.
Cartesian coordinates (Å):
C: 0.9368 -0.9207 0.7737  0.067
C: 0.6966 -1.3111 -0.4919  -0.219
N: 1.8281 -1.2951 -1.4500  -0.667
N: -0.0149 -0.5412 1.6556  -0.785
H: 1.9793 -0.8282 1.0912  0.183
H: -0.2545 -1.6066 -0.9013  0.244
H: 1.6267 -0.6541 -2.2182  0.441
H: 2.6363 -0.9095 -0.9552  0.441
H: 2.0068 -2.2239 -1.8339  0.441
H: -0.7281 0.0884 1.3116  0.434
H: 0.2894 -0.3903 2.6027  0.401
C: -2.6017 2.1547 0.1059  0.007
N: -1.5442 1.4666 -0.0289  -0.673
H: -3.5642 1.6681 -0.0106  0.180
H: -2.5620 3.2266 0.2941  0.167
H: -0.7303 2.0762 0.0552  0.335

## Properties
E_HOMO in eV: -12.91
Total charge: +1
Largest force on an atom in eV/A: 0.82
2S+1: 1
Energy above the lowest of the compared OMol25 structures with the same formula, charge and spin in kcal per mole: 63.3
LUMO level in eV: -3.469
Energy in a.u.: -284.27507